Entry from OMol25: a 2-piece molecular cluster, FHN4 overall (ωB97M-V/def2-TZVPD).

Geometry as XYZ:
```
6
Properties=species:S:1:pos:R:3:lowdin_charge:R:1
N 1.762 0.390 0.146 0.088
N 0.943 -0.445 0.104 -0.372
N 0.254 -1.334 -0.035 0.170
N -1.646 0.388 -0.670 0.128
F -2.766 -0.205 -0.279 -0.122
H 1.454 1.205 0.734 0.109
```

Computed properties:
F_max	0.11748	Eh/bohr
LUMO energy (alpha / beta)	-0.906 / -0.907	eV
net charge	0
DFT total energy	-8686.968	eV
HOMO-LUMO gap (alpha / beta)	9.226 / 9.238	eV
energy relative to the best compared isomer or geometry (same formula, charge and spin)	120.15	kcal per mole